[1]
# C56H84O37

14 unconnected molecules or ions with the total composition C56H84O37 (ωB97M-V with the def2-TZVPD basis set, the OMol25 dataset).

Each line ends with the Löwdin charge.
Element x y z (Å)
C (-1.555, -15.084, 12.844)  -0.018
C (-2.304, -16.295, 13.217)  -0.337
C (-3.816, -16.139, 13.103)  -0.085
O (-4.170, -17.078, 12.144)  0.094
C (-3.140, -17.691, 11.637)  -0.589
O (-3.132, -18.479, 10.737)  0.149
O (-2.020, -17.238, 12.222)  0.102
H (-1.737, -14.237, 13.512)  0.103
H (-1.897, -14.674, 11.901)  0.095
H (-0.517, -15.275, 12.743)  0.071
H (-2.067, -16.681, 14.187)  0.145
H (-4.105, -15.149, 12.715)  0.146
H (-4.230, -16.409, 14.068)  0.136
C (3.281, -23.551, 11.694)  -0.007
C (3.795, -22.146, 11.725)  -0.290
C (3.277, -21.325, 10.500)  -0.074
O (2.706, -20.157, 11.036)  0.099
C (2.722, -20.236, 12.340)  -0.562
O (2.307, -19.318, 13.019)  0.113
O (3.269, -21.379, 12.819)  0.052
H (2.179, -23.506, 11.703)  0.107
H (3.605, -24.184, 12.488)  0.055
H (3.642, -23.975, 10.763)  0.098
H (4.880, -22.041, 11.869)  0.133
H (2.479, -21.858, 9.957)  0.131
H (3.966, -20.970, 9.691)  0.153
C (6.954, -24.079, 21.509)  -0.018
C (7.619, -23.149, 20.574)  -0.329
C (8.148, -23.941, 19.355)  -0.052
O (7.929, -22.964, 18.340)  0.077
C (7.093, -22.040, 18.739)  -0.558
O (6.661, -21.127, 18.049)  0.104
O (6.659, -22.253, 20.010)  0.062
H (7.646, -24.888, 21.780)  0.108
H (6.188, -24.528, 20.887)  0.085
H (6.493, -23.555, 22.302)  0.066
H (8.431, -22.512, 21.081)  0.185
H (7.649, -24.808, 19.000)  0.113
H (9.213, -24.010, 19.422)  0.131
C (-2.405, -24.766, 14.852)  -0.029
C (-1.618, -24.658, 16.132)  -0.262
C (-2.144, -25.473, 17.396)  -0.047
O (-0.896, -25.889, 17.952)  0.017
C (0.179, -25.799, 17.110)  -0.596
O (1.271, -26.175, 17.352)  0.167
O (-0.265, -25.256, 15.992)  0.068
H (-3.415, -24.205, 14.947)  0.123
H (-2.671, -25.813, 14.604)  0.089
H (-1.773, -24.339, 14.055)  0.084
H (-1.429, -23.653, 16.469)  0.121
H (-2.800, -26.320, 17.062)  0.140
H (-2.608, -24.909, 18.192)  0.125
C (6.464, -16.937, 20.696)  -0.013
C (6.417, -17.604, 22.009)  -0.362
C (5.069, -17.800, 22.611)  -0.064
O (5.181, -19.116, 23.233)  0.067
C (6.216, -19.766, 22.691)  -0.614
O (6.453, -20.915, 22.865)  0.154
O (6.922, -18.928, 21.946)  0.097
H (6.299, -15.879, 20.877)  0.098
H (5.751, -17.365, 20.029)  0.057
H (7.460, -17.120, 20.182)  0.121
H (7.109, -17.092, 22.768)  0.179
H (4.287, -17.770, 21.844)  0.113
H (4.800, -17.179, 23.488)  0.151
C (6.384, -18.606, 15.803)  -0.015
C (6.837, -19.613, 14.778)  -0.231
C (5.917, -20.860, 14.589)  -0.075
O (6.126, -21.153, 13.235)  0.014
C (6.394, -20.015, 12.578)  -0.571
O (6.307, -19.945, 11.378)  0.148
O (6.704, -19.038, 13.429)  0.080
H (5.318, -18.505, 15.836)  0.060
H (6.878, -17.677, 15.683)  0.083
H (6.594, -18.939, 16.823)  0.080
H (7.874, -19.832, 14.957)  0.152
H (4.904, -20.645, 14.811)  0.115
H (6.310, -21.800, 15.064)  0.154
C (-0.059, -20.599, 14.447)  -0.007
C (1.040, -21.150, 15.276)  -0.243
C (1.282, -20.268, 16.432)  -0.124
O (1.458, -21.132, 17.536)  0.058
C (0.846, -22.319, 17.278)  -0.555
O (0.645, -23.086, 18.200)  0.115
O (0.494, -22.390, 16.008)  0.071
H (-0.835, -20.423, 15.149)  0.080
H (-0.381, -21.352, 13.663)  0.120
H (0.285, -19.621, 14.049)  0.100
H (2.036, -21.518, 14.861)  0.162
H (0.457, -19.667, 16.699)  0.118
H (2.143, -19.580, 16.269)  0.151
C (-1.424, -19.615, 20.767)  -0.003
C (-1.612, -20.999, 20.230)  -0.323
C (-2.221, -21.943, 21.196)  0.005
O (-3.707, -21.893, 20.788)  0.094
C (-3.756, -21.405, 19.590)  -0.672
O (-4.729, -21.376, 18.920)  0.157
O (-2.556, -21.020, 19.132)  0.084
H (-0.499, -19.453, 21.222)  0.048
H (-2.181, -19.280, 21.513)  0.116
H (-1.481, -18.950, 19.967)  0.066
H (-0.706, -21.299, 19.753)  0.125
H (-2.221, -21.590, 22.236)  0.141
H (-1.810, -22.982, 21.013)  0.139
C (-6.319, -20.188, 10.933)  -0.003
C (-5.580, -20.812, 12.112)  -0.218
C (-4.091, -21.166, 11.804)  -0.114
O (-3.442, -20.614, 12.895)  0.040
C (-4.242, -19.839, 13.647)  -0.619
O (-3.778, -19.209, 14.541)  0.156
O (-5.501, -19.917, 13.287)  0.111
H (-7.252, -19.762, 11.273)  0.091
H (-6.692, -20.896, 10.296)  0.058
H (-5.806, -19.416, 10.488)  0.057
H (-6.191, -21.618, 12.567)  0.158
H (-3.581, -20.896, 10.859)  0.134
H (-3.957, -22.274, 11.912)  0.135
O (3.999, -17.084, 17.973)  0.075
C (2.799, -16.867, 18.044)  -0.463
O (1.880, -17.384, 17.237)  -0.001
C (0.614, -16.795, 17.448)  -0.147
C (0.922, -15.464, 18.186)  -0.112
C (2.169, -15.851, 19.078)  -0.034
H (-0.005, -17.420, 18.029)  0.104
H (0.135, -16.599, 16.509)  0.115
H (0.107, -15.134, 18.799)  0.100
H (1.209, -14.674, 17.454)  0.112
H (1.938, -16.239, 20.015)  0.064
H (2.837, -14.970, 19.178)  0.126
O (5.402, -25.810, 18.328)  0.083
C (4.820, -25.495, 17.301)  -0.486
O (4.790, -26.326, 16.270)  0.018
C (3.935, -25.951, 15.122)  -0.088
C (3.566, -24.471, 15.472)  -0.116
C (4.039, -24.262, 16.956)  -0.048
H (3.099, -26.674, 15.068)  0.126
H (4.604, -26.092, 14.275)  0.113
H (2.469, -24.328, 15.386)  0.104
H (4.156, -23.772, 14.824)  0.103
H (3.216, -24.108, 17.676)  0.121
H (4.726, -23.461, 16.934)  0.095
O (2.179, -18.332, 20.635)  0.109
C (2.386, -19.508, 20.635)  -0.596
O (1.539, -20.378, 21.007)  0.054
C (2.165, -21.675, 20.974)  -0.100
C (3.721, -21.486, 20.928)  -0.049
C (3.645, -20.065, 20.198)  -0.031
H (1.842, -21.997, 19.951)  0.111
H (1.731, -22.330, 21.733)  0.115
H (4.155, -22.318, 20.352)  0.106
H (4.189, -21.450, 21.910)  0.100
H (3.518, -20.073, 19.117)  0.137
H (4.500, -19.411, 20.473)  0.119
O (1.845, -14.817, 14.979)  0.081
C (2.609, -15.447, 14.258)  -0.484
O (2.506, -15.387, 12.921)  0.042
C (3.580, -16.168, 12.341)  -0.129
C (4.720, -16.216, 13.409)  -0.082
C (3.835, -16.124, 14.736)  -0.072
H (3.877, -15.662, 11.467)  0.104
H (3.276, -17.159, 12.012)  0.106
H (5.280, -15.217, 13.388)  0.135
H (5.423, -17.054, 13.348)  0.087
H (4.280, -15.502, 15.476)  0.116
H (3.589, -17.137, 15.109)  0.115
O (0.258, -26.526, 23.656)  0.093
C (0.706, -26.402, 22.525)  -0.400
O (1.074, -27.490, 21.719)  0.020
C (1.340, -27.006, 20.408)  -0.182
C (1.673, -25.545, 20.536)  -0.144
C (0.817, -25.097, 21.740)  -0.068
H (0.487, -27.219, 19.727)  0.123
H (2.164, -27.531, 19.953)  0.122
H (1.403, -25.011, 19.597)  0.093
H (2.679, -25.306, 20.805)  0.109
H (-0.157, -24.654, 21.501)  0.116
H (1.280, -24.358, 22.329)  0.083

The HOMO energy comes out at -9.87 eV. The HOMO-LUMO gap comes out at 10.052 eV. As for the largest force on an atom: 4.39 eV Å⁻¹. As for the total energy: -4968.26608 hartree.

[2]
# C56H91IN4O11

7 unconnected molecules or ions with the total composition C56H91IN4O11 (ωB97M-V with the def2-TZVPD basis set, the OMol25 dataset).

Each line ends with the Löwdin charge.
Element x y z (Å)
C (6.410, -4.721, 3.887)  -0.150
O (7.171, -3.983, 2.939)  -0.228
C (6.520, -2.709, 2.689)  -0.221
C (7.133, -2.137, 1.357)  -0.159
C (7.596, -0.618, 1.439)  -0.192
C (6.541, 0.332, 2.154)  -0.208
C (6.668, 1.767, 1.485)  -0.206
C (6.169, 2.918, 2.482)  -0.188
C (4.586, 2.945, 2.373)  -0.211
C (4.054, 3.931, 1.264)  -0.192
C (2.584, 4.450, 1.498)  -0.199
C (1.464, 3.454, 1.020)  -0.162
C (1.273, 2.301, 2.112)  -0.190
C (0.085, 1.363, 1.745)  -0.155
C (-1.198, 1.349, 2.483)  -0.436
I (-1.411, 2.690, 4.176)  1.037
C (-2.341, 0.453, 2.149)  -0.179
N (-3.664, 0.361, 2.801)  0.048
C (-3.650, -0.172, 4.159)  -0.415
C (-2.386, -0.774, 4.866)  -0.016
O (-4.690, -0.219, 4.811)  0.051
C (-4.466, 1.570, 2.651)  -0.438
C (-5.073, 1.812, 1.207)  0.011
O (-4.739, 2.365, 3.509)  0.060
C (-2.162, -0.453, 0.977)  -0.052
C (-3.386, -1.375, 0.578)  -0.056
C (-3.338, -2.735, 1.454)  -0.612
N (-4.520, -2.728, 2.352)  0.080
N (-3.398, -3.859, 0.480)  0.056
N (-2.056, -2.742, 2.183)  0.099
C (-0.899, -0.495, 0.213)  0.008
C (0.211, 0.413, 0.626)  0.009
C (1.518, 0.286, -0.208)  -0.252
O (2.614, 0.605, 0.221)  0.071
C (1.525, -0.310, -1.649)  -0.064
C (2.590, -0.065, -2.601)  -0.009
C (2.609, -0.668, -3.947)  -0.053
C (1.518, -1.557, -4.368)  -0.022
C (0.405, -1.803, -3.372)  0.007
C (0.428, -1.192, -2.057)  -0.067
C (-0.680, -1.459, -0.985)  -0.255
O (-1.319, -2.481, -1.141)  0.075
H (6.274, -4.134, 4.846)  0.093
H (6.956, -5.663, 4.180)  0.091
H (5.411, -5.061, 3.487)  0.090
H (6.702, -2.052, 3.587)  0.125
H (5.426, -2.938, 2.537)  0.122
H (8.045, -2.763, 1.128)  0.115
H (6.431, -2.330, 0.497)  0.099
H (8.597, -0.542, 1.937)  0.116
H (7.700, -0.226, 0.387)  0.093
H (5.497, -0.061, 2.010)  0.110
H (6.720, 0.375, 3.261)  0.104
H (7.724, 1.953, 1.135)  0.110
H (5.979, 1.779, 0.600)  0.106
H (6.621, 3.903, 2.198)  0.101
H (6.490, 2.594, 3.504)  0.099
H (4.145, 3.135, 3.390)  0.110
H (4.275, 1.904, 2.079)  0.080
H (4.728, 4.838, 1.299)  0.106
H (4.173, 3.510, 0.226)  0.115
H (2.482, 5.422, 0.932)  0.111
H (2.449, 4.731, 2.584)  0.089
H (0.492, 4.031, 1.052)  0.117
H (1.634, 3.020, 0.005)  0.107
H (1.145, 2.830, 3.088)  0.029
H (2.201, 1.673, 2.222)  0.101
H (-1.435, -0.230, 4.654)  0.032
H (-2.304, -1.873, 4.641)  0.069
H (-2.554, -0.694, 5.977)  0.100
H (-4.284, 1.731, 0.418)  0.081
H (-5.610, 2.789, 1.229)  0.086
H (-5.848, 1.006, 1.067)  0.090
H (-3.415, -1.581, -0.520)  0.108
H (-4.321, -0.796, 0.820)  0.088
H (-5.371, -2.884, 1.808)  0.081
H (-4.409, -3.570, 2.934)  0.081
H (-4.365, -3.967, 0.167)  0.074
H (-3.108, -4.694, 1.006)  0.077
H (-2.243, -3.244, 3.060)  0.070
H (-1.417, -3.352, 1.660)  0.094
H (3.472, 0.570, -2.349)  0.105
H (3.441, -0.500, -4.670)  0.099
H (1.498, -2.053, -5.365)  0.094
H (-0.457, -2.457, -3.631)  0.105
C (-7.124, 3.713, 7.762)  -0.181
C (-6.936, 2.776, 6.585)  -0.172
C (-5.504, 2.305, 6.777)  -0.199
O (-5.259, 2.322, 8.195)  -0.142
C (-6.326, 3.016, 8.848)  -0.215
H (-8.168, 3.871, 8.036)  0.110
H (-6.679, 4.687, 7.537)  0.113
H (-7.623, 1.929, 6.674)  0.117
H (-7.100, 3.249, 5.617)  0.111
H (-4.797, 2.993, 6.301)  0.110
H (-5.321, 1.304, 6.384)  0.094
H (-6.936, 2.274, 9.376)  0.115
H (-5.916, 3.713, 9.581)  0.114
C (-2.284, -0.760, -7.180)  -0.163
C (-2.125, -1.703, -8.359)  -0.161
C (-0.691, -2.184, -8.186)  -0.187
O (-0.425, -2.168, -6.773)  -0.162
C (-1.467, -1.463, -6.119)  -0.232
H (-3.319, -0.592, -6.884)  0.105
H (-1.837, 0.210, -7.416)  0.123
H (-2.816, -2.546, -8.254)  0.104
H (-2.305, -1.233, -9.326)  0.117
H (0.020, -1.507, -8.672)  0.118
H (-0.535, -3.191, -8.578)  0.112
H (-2.077, -2.200, -5.581)  0.113
H (-1.035, -0.771, -5.395)  0.106
C (6.235, -2.144, -3.841)  -0.182
C (7.448, -3.040, -3.688)  -0.173
C (8.392, -2.156, -2.892)  -0.198
O (7.575, -1.309, -2.072)  -0.152
C (6.214, -1.415, -2.510)  -0.209
H (5.311, -2.685, -4.045)  0.110
H (6.401, -1.431, -4.655)  0.115
H (7.183, -3.926, -3.104)  0.117
H (7.873, -3.371, -4.636)  0.114
H (8.988, -1.515, -3.550)  0.117
H (9.071, -2.732, -2.259)  0.118
H (5.662, -1.986, -1.755)  0.112
H (5.773, -0.419, -2.584)  0.107
C (-2.932, -5.798, -6.358)  -0.170
C (-4.290, -5.895, -5.688)  -0.174
C (-5.143, -5.008, -6.579)  -0.206
O (-4.589, -5.093, -7.898)  -0.144
C (-3.312, -5.738, -7.827)  -0.205
H (-2.266, -6.628, -6.124)  0.115
H (-2.437, -4.868, -6.061)  0.105
H (-4.652, -6.927, -5.731)  0.115
H (-4.290, -5.577, -4.645)  0.113
H (-5.095, -3.961, -6.260)  0.113
H (-6.189, -5.317, -6.600)  0.116
H (-3.418, -6.742, -8.251)  0.118
H (-2.586, -5.183, -8.425)  0.107
C (0.862, 5.159, 6.464)  -0.183
C (1.584, 5.400, 5.159)  -0.196
C (2.972, 5.795, 5.631)  -0.199
O (3.195, 5.108, 6.870)  -0.135
C (1.955, 4.546, 7.321)  -0.197
H (-0.013, 4.516, 6.368)  0.066
H (0.542, 6.113, 6.892)  0.119
H (1.636, 4.469, 4.587)  0.074
H (1.116, 6.160, 4.532)  0.120
H (3.033, 6.871, 5.827)  0.119
H (3.753, 5.527, 4.916)  0.111
H (2.008, 3.461, 7.180)  0.118
H (1.823, 4.753, 8.384)  0.118
C (-6.631, 1.666, -5.260)  -0.176
C (-5.688, 2.309, -4.261)  -0.176
C (-4.332, 1.863, -4.777)  -0.206
O (-4.455, 1.724, -6.199)  -0.157
C (-5.843, 1.782, -6.553)  -0.202
H (-7.609, 2.145, -5.313)  0.114
H (-6.779, 0.613, -5.006)  0.115
H (-5.771, 3.398, -4.320)  0.116
H (-5.871, 2.010, -3.228)  0.110
H (-4.052, 0.886, -4.366)  0.114
H (-3.540, 2.577, -4.547)  0.118
H (-6.024, 2.745, -7.043)  0.118
H (-6.075, 0.983, -7.260)  0.117

The HOMO energy comes out at -8.89 eV. The HOMO-LUMO gap comes out at 7.762 eV. As for the largest force on an atom: 3.50 eV Å⁻¹. The energy relative to the best compared isomer or geometry (same formula, charge and spin) is 359.6 kJ/mol. As for the total energy: -3532.53200 hartree. As for the structure (SMILES): COCCCCCCCCCCCc1c(I)c(N(C(C)=O)C(C)=O)c(CC(N)(N)N)c2c1C(=O)c1ccccc1C2=O.C1CCOC1.C1CCOC1.C1CCOC1.C1CCOC1.C1CCOC1.C1CCOC1.

Question: HOMO-LUMO gap of number 2 (C56H91IN4O11)?
Answer: 7.762 eV